# 1
Here is a molecular structure, C36H24N4O2PPdS at a distorted geometry from the OMol25 dataset. Energies are from the ωB97M-V functional and the def2-TZVPD basis.

```
69
Properties=species:S:1:pos:R:3
Pd -0.84328 0.58203 0.12120
O -1.48797 1.55643 2.45681
C -0.53932 0.94329 2.05611
C 0.76392 0.61377 2.75263
C 0.86757 0.42216 4.11395
C 2.07355 -0.03184 4.64549
C 3.15578 -0.25649 3.81022
C 3.04339 -0.03866 2.43797
C 1.82722 0.36576 1.91337
P 1.39267 0.82207 0.17381
C 1.82357 2.61470 0.28900
C 3.15061 3.04431 0.34537
C 3.45473 4.36951 0.61910
C 2.43349 5.27965 0.86219
C 1.11247 4.86276 0.80461
C 0.80874 3.53719 0.51384
C 2.66429 0.13695 -0.91514
C 3.04158 -1.19487 -0.74268
C 3.93158 -1.79059 -1.62437
C 4.43346 -1.06725 -2.69704
C 4.03119 0.24637 -2.89510
C 3.13580 0.84298 -2.01810
H 0.00196 0.59722 4.74058
H 2.16231 -0.21645 5.70867
H 4.08993 -0.61672 4.22366
H 3.89070 -0.20799 1.78313
H 3.95387 2.33586 0.17798
H 4.48908 4.68883 0.65453
H 2.67047 6.31216 1.09108
H 0.30953 5.56612 0.98586
H -0.22249 3.22279 0.42021
H 2.63613 -1.76645 0.08635
H 4.22566 -2.82183 -1.47714
H 5.13140 -1.52888 -3.38435
H 4.41194 0.81002 -3.73705
H 2.80788 1.86002 -2.18910
S -4.11532 -1.18081 -2.95289
C -4.73181 -1.76262 -1.44245
C -5.82980 -2.58655 -1.20142
C -6.12550 -2.90047 0.11159
C -5.34862 -2.39687 1.16336
C -4.27031 -1.56932 0.92037
C -3.94951 -1.26013 -0.40159
N -2.88756 -0.45163 -0.81343
C -2.85117 -0.32180 -2.09826
C -1.87329 0.54190 -2.80523
C -1.89674 0.62373 -4.19736
C -1.07443 1.52966 -4.84830
C -0.24419 2.34319 -4.08789
C -0.20639 2.20928 -2.70148
C -1.00994 1.30275 -1.99588
H -6.43014 -2.96655 -2.01852
H -6.97362 -3.53860 0.32894
H -5.57896 -2.66735 2.18630
H -3.65963 -1.17927 1.72288
H -2.55471 -0.01826 -4.77674
H -1.09419 1.61220 -5.92832
H 0.38539 3.07980 -4.57862
H 0.47347 2.86379 -2.15826
N -0.18070 -2.89289 0.54044
C -1.11812 -2.67456 1.53936
O -1.41370 -1.51135 1.84335
C -1.67648 -3.83387 2.16991
C -1.35526 -5.13412 1.70276
N -1.09887 -6.18303 1.28242
C -2.60153 -3.68329 3.23321
N -3.35986 -3.57431 4.10064
H -0.05544 -2.10442 -0.07200
H -0.12645 -3.80912 0.12544
```

Properties
F_max = 0.0466 hartree/bohr
Relative energy (zero: lowest compared OMol25 entry of this formula, charge and spin) = 1.6146 eV
M = 714.07 g/mol
Total charge = -1

# 2
Here is a molecular structure, C31H30BN12O3S2Y at a distorted geometry from the OMol25 dataset. Energies are from the ωB97M-V functional and the def2-TZVPD basis.

```
80
Properties=species:S:1:pos:R:3
Y -0.25944 0.54174 -0.02062
N -1.18431 -3.66644 -2.05380
C -1.37470 -2.75894 -1.09254
N -0.32759 -1.97011 -1.03185
C 0.49194 -2.45020 -2.01216
N 0.00417 -3.48550 -2.65281
C 1.77459 -1.83209 -2.33114
C 2.54603 -2.27295 -3.40425
N 3.70794 -1.70949 -3.70007
C 4.09603 -0.69964 -2.92628
C 3.32510 -0.25382 -1.86378
N 2.15846 -0.81635 -1.56148
H -1.79597 -4.40536 -2.35473
H -2.25663 -2.69554 -0.48319
H 2.20735 -3.09507 -4.02157
H 5.04615 -0.23987 -3.16643
H 3.63955 0.57603 -1.24558
N 1.06423 -1.10815 1.80569
C 1.66944 -0.51893 2.96034
C 2.88133 -0.99572 3.44361
C 3.47392 -0.40373 4.54960
C 2.85535 0.65483 5.19593
C 1.64940 1.13938 4.70685
C 1.06455 0.56202 3.59248
H 1.57905 -1.92612 1.51070
H 0.09634 -1.37640 1.97835
H 3.36256 -1.83247 2.94818
H 4.42074 -0.78423 4.91188
H 3.31295 1.10688 6.06604
H 1.15943 1.97509 5.19018
H 0.15623 0.98421 3.18165
S -1.45446 0.13349 -3.06452
C -2.80660 0.17702 -2.07686
N -3.97430 -0.42078 -2.48074
C -5.08595 -0.39589 -1.71912
C -5.11807 0.45659 -0.63584
C -3.90808 0.99810 -0.23198
N -2.77009 0.82122 -0.90152
H -3.92174 -0.99231 -3.31153
H -5.96291 -0.88829 -2.10870
H -6.01756 0.56495 -0.05103
H -3.82284 1.59107 0.67275
S -2.28911 3.72940 3.39999
C -1.73821 2.68710 2.31948
N -1.34532 1.87684 1.55585
N -2.57079 -0.50768 3.35271
C -2.71301 -1.10457 2.14900
O -1.78030 -1.04020 1.30418
C -3.94067 -1.82313 1.92141
C -4.22795 -2.40058 0.69150
N -4.46531 -2.85594 -0.35071
C -4.86210 -1.99414 2.98530
N -5.59679 -2.14419 3.86316
H -1.83333 0.16949 3.45732
H -3.36277 -0.42908 3.96972
C 6.33649 5.04669 3.00434
C 5.65367 5.89199 1.91967
C 4.73523 6.93167 2.58325
C 6.73955 6.64125 1.14484
C 4.80309 4.99604 1.01796
C 4.95699 4.97127 -0.36841
C 4.15897 4.18322 -1.19949
C 3.18909 3.41966 -0.59578
O 2.26932 2.56480 -1.14800
B 1.51288 2.01757 -0.08775
O 2.01684 2.56709 1.11057
C 3.03277 3.42177 0.78273
C 3.81853 4.19262 1.60540
H 6.97661 5.68237 3.62042
H 6.95458 4.26863 2.55217
H 5.60953 4.56695 3.66056
H 5.32293 7.60252 3.21495
H 3.97598 6.45377 3.20333
H 4.22797 7.52742 1.82233
H 7.33074 7.23670 1.84280
H 6.30590 7.32293 0.41102
H 7.41430 5.95222 0.63340
H 5.71553 5.57982 -0.83958
H 4.29438 4.18141 -2.27346
H 3.65568 4.17044 2.67547
```

Properties
F_max = 0.0834 hartree/bohr
Relative energy (zero: lowest compared OMol25 entry of this formula, charge and spin) = 1.2828 eV
M = 782.51 g/mol
Total charge = 0

# 3
Here is a molecular structure, C16H14N5O2Pt from the OMol25 dataset. Energies are from the ωB97M-V functional and the def2-TZVPD basis.

```
38
Properties=species:S:1:pos:R:3
Pt 0.51056 0.63450 0.82388
N -3.10882 -0.09052 -1.32080
C -2.23800 0.46241 -0.49783
N -1.00076 -0.01456 -0.38346
C -0.63348 -1.08305 -1.15490
N 0.70322 -1.54010 -1.08027
N 1.32112 -0.89693 -0.19356
C 2.67465 -1.12768 0.07741
C 3.21352 -0.30398 1.03779
C 4.57052 -0.47321 1.43599
C 5.10175 0.32315 2.43798
C 4.26670 1.25573 3.01437
C 2.89993 1.41477 2.58134
N 2.39507 0.68020 1.63921
C -1.50703 -1.70973 -2.04354
C -1.16613 -2.81991 -2.85626
C -2.11472 -3.34650 -3.68144
C -3.42248 -2.79838 -3.73615
C -3.79051 -1.71950 -2.96640
C -2.83413 -1.17381 -2.11960
H -4.04137 0.31797 -1.36515
H -2.51697 1.32860 0.09301
H 3.21704 -1.91563 -0.43949
H 5.17108 -1.23192 0.94547
H 6.12928 0.20901 2.75840
H 4.61580 1.89549 3.81813
H 2.22786 2.14053 3.03592
H -0.16887 -3.23255 -2.81154
H -1.87811 -4.19491 -4.30965
H -4.14796 -3.24388 -4.40557
H -4.79099 -1.30807 -3.01823
C -1.95703 3.83902 2.05060
O -1.38110 2.70420 1.31745
C -0.27494 2.18494 1.82992
O 0.23576 2.53483 2.86458
H -2.82377 4.14043 1.47463
H -1.22349 4.63861 2.09648
H -2.23321 3.52044 3.05126
```

Properties
E_tot = -1160.580398 Eh
F_max = 0.0068 hartree/bohr
M = 503.40 g/mol
Total charge = +3

# 4
Here is 2 unconnected molecules or ions with the total composition C10H21O6S at a distorted geometry from the OMol25 dataset. Energies are from the ωB97M-V functional and the def2-TZVPD basis.

```
38
Properties=species:S:1:pos:R:3
C -0.78616 -1.46486 -2.93872
O -0.05066 -2.33622 -2.04089
C 0.94017 -1.51798 -1.37188
C 1.74071 -2.27417 -0.23210
C 2.70447 -1.23798 0.55819
C 2.59697 -1.47824 2.13126
C 1.80716 -0.34692 2.93066
C 0.46112 0.15279 2.24124
O 0.32744 1.61270 2.29811
S 1.25901 2.33704 1.11304
O 0.98190 1.78722 -0.26541
O 0.84656 3.79987 1.11233
O 2.84680 2.29646 1.47300
H -0.15706 -1.32306 -3.88031
H -0.96402 -0.43622 -2.48608
H -1.81640 -1.88401 -3.18024
H 0.37327 -0.66134 -0.87590
H 1.64957 -1.09916 -2.16926
H 1.06672 -2.85025 0.48640
H 2.38492 -3.07027 -0.74863
H 3.75370 -1.47493 0.20387
H 2.43583 -0.17895 0.26087
H 3.67378 -1.45717 2.52776
H 2.21351 -2.52032 2.41442
H 1.50058 -0.81220 3.93435
H 2.52834 0.49080 3.20832
H -0.42188 -0.23211 2.86010
H 0.29104 -0.22112 1.18774
C -4.12164 1.73899 -2.16221
C -3.32607 1.03278 -1.09508
O -3.14243 -0.16811 -1.13562
C -2.76665 1.87210 0.02244
H -4.46140 1.01120 -2.90165
H -4.99508 2.22042 -1.71742
H -3.49582 2.48081 -2.66245
H -3.58035 2.35952 0.56441
H -2.08015 2.61999 -0.38031
H -2.21782 1.23290 0.71565
```

Properties
E_tot = -1243.231275 Eh
F_max = 0.1415 hartree/bohr
M = 269.34 g/mol
Total charge = -1